# C28H22F2NO

A 2-piece molecular cluster, C28H22F2NO overall (wB97M-V/def2-TZVPD, the Open Molecules 2025 dataset).

Properties
- E_tot: -1409.63832 a.u.
- Charge: +1
- HOMO level: -10.567 eV

Atoms and positions in Å:
C -4.87 -1.64 2.70
C -5.06 -0.28 2.68
C -3.98 0.58 2.66
C -2.68 0.08 2.65
C -1.51 0.98 2.55
C -1.64 2.30 2.38
N -0.18 0.46 2.49
C 0.45 -0.34 3.45
C 1.84 -0.78 3.20
C 2.38 -1.78 3.99
C 3.64 -2.27 3.76
C 4.40 -1.76 2.72
C 3.89 -0.75 1.93
C 2.62 -0.26 2.17
O -0.12 -0.68 4.47
C -2.50 -1.30 2.68
C -3.58 -2.15 2.70
H -5.72 -2.30 2.71
H -6.06 0.13 2.68
H -4.15 1.64 2.65
H -0.77 2.91 2.27
H -2.60 2.78 2.34
H 0.41 0.89 1.79
H 1.77 -2.17 4.79
H 4.04 -3.06 4.38
H 5.38 -2.16 2.53
H 4.48 -0.36 1.12
H 2.24 0.53 1.55
H -1.50 -1.68 2.69
H -3.43 -3.22 2.72
F -1.49 8.58 6.81
C -1.19 7.27 6.93
C 0.10 6.83 6.69
C 0.40 5.49 6.80
C -0.58 4.54 7.15
C -0.17 3.18 7.24
C -0.84 1.98 7.59
C -0.07 0.79 7.66
C -0.62 -0.41 8.01
C -1.97 -0.50 8.31
F -2.51 -1.67 8.69
C -2.76 0.64 8.24
C -2.21 1.85 7.89
C -1.88 5.03 7.41
C -2.17 6.36 7.29
H 0.85 7.55 6.43
H 1.41 5.16 6.62
H 0.87 3.03 6.99
H 0.98 0.84 7.43
H -0.03 -1.31 8.05
H -3.81 0.55 8.47
H -2.87 2.69 7.81
H -2.66 4.37 7.71
H -3.17 6.73 7.48

***

# C5H3Cl

A 2-piece molecular cluster, C5H3Cl overall (wB97M-V/def2-TZVPD, the Open Molecules 2025 dataset).

Properties
- E_tot: -652.24033 a.u.
- Relative energy (zero: lowest compared OMol25 entry of this formula, charge and spin): 3.8792 eV
- HOMO level: -9.603 eV

Atoms and positions in Å:
C -1.98 0.66 -0.03
C -0.46 0.78 0.01
C 0.73 0.48 -0.28
C 2.06 -0.24 -0.27
C 3.10 -1.00 -0.04
H -2.53 1.38 -0.67
H -2.29 1.15 0.92
H 4.04 -2.08 0.48
Cl -2.67 -1.13 -0.13

***

# C2H8N

A 2-piece molecular cluster, C2H8N overall (wB97M-V/def2-TZVPD, the Open Molecules 2025 dataset).

Properties
- E_tot: -135.43151 a.u.
- Charge: +1
- Relative energy (zero: lowest compared OMol25 entry of this formula, charge and spin): 1.8859 eV
- HOMO level: -14.434 eV

Atoms and positions in Å:
N 1.48 -0.64 -0.38
H 1.48 -0.11 -1.27
H 2.56 -0.93 -0.38
H 0.68 -1.41 -0.51
H 1.24 -0.06 0.44
C -1.02 0.87 0.94
C -1.44 0.18 -0.21
H -0.34 1.81 0.87
H -1.31 0.52 1.89
H -1.34 0.50 -1.23
H -1.98 -0.73 -0.16

***

# HNO4S

A 2-piece molecular cluster, HNO4S overall (wB97M-V/def2-TZVPD, the Open Molecules 2025 dataset).

Properties
- E_tot: -754.37970 a.u.
- Relative energy (zero: lowest compared OMol25 entry of this formula, charge and spin): 0.3474 eV
- HOMO level: -11.738 eV

Atoms and positions in Å:
N -0.54 0.78 -0.02
O 2.82 0.65 0.90
O 1.39 -0.86 -0.30
O 0.28 1.55 -0.40
O -1.68 1.01 -0.01
S 2.29 0.25 -0.41
H -0.23 -0.28 0.22

***

# C2H6N2O

A 2-piece molecular cluster, C2H6N2O overall (wB97M-V/def2-TZVPD, the Open Molecules 2025 dataset).

Properties
- SMILES: NC=O.C=N
- E_tot: -264.48917 a.u.
- Relative energy (zero: lowest compared OMol25 entry of this formula, charge and spin): 2.6705 eV
- HOMO level: -9.026 eV

Atoms and positions in Å:
N -2.18 0.49 -0.99
C -0.99 0.06 -0.46
O -0.79 -1.10 -0.19
H -2.71 -0.29 -1.35
H -2.57 1.38 -0.78
H -0.15 0.77 -0.42
C 1.72 -0.28 0.77
N 2.37 0.77 1.06
H 1.48 -1.11 1.44
H 1.49 -0.58 -0.26
H 3.13 0.93 0.40

***

# C2H6OS2

A 2-piece molecular cluster, C2H6OS2 overall (wB97M-V/def2-TZVPD, the Open Molecules 2025 dataset).

Properties
- SMILES: C=O.CSS
- E_tot: -951.37547 a.u.
- Relative energy (zero: lowest compared OMol25 entry of this formula, charge and spin): 0.4512 eV
- HOMO level: -9.335 eV

Atoms and positions in Å:
C 2.24 1.37 0.05
O 2.66 1.48 1.15
H 2.16 2.25 -0.60
H 1.91 0.42 -0.39
C -0.70 -2.01 0.76
S -0.63 -1.12 -0.82
S -1.26 0.79 -0.19
H -0.26 -3.00 0.59
H -0.10 -1.62 1.58
H -1.73 -2.06 1.11
H -2.58 0.51 -0.17